Computed, not measured: a structure of composition C27H32AlFN3P2, with wB97M-V/def2-TZVPD.

```
66
Properties=species:S:1:pos:R:3:forces:R:3
Al 0.916856 -0.503678 -1.619235 -0.59 -0.39 0.32
C -2.099743 0.247471 -0.033992 0.14 -0.04 -0.10
P -0.394152 0.887839 -0.089598 -0.33 0.27 0.15
C 0.132809 0.429679 1.600974 0.19 -0.05 -0.01
N -0.408808 1.066342 2.608035 -0.11 0.09 -0.07
C -0.145653 0.625680 3.857691 0.18 -0.28 -0.02
C -0.673912 1.306820 4.975068 -0.03 0.05 0.13
C -0.436620 0.822445 6.229232 -0.08 0.12 -0.12
C 0.328494 -0.351611 6.421046 0.10 -0.18 -0.03
C 0.855919 -1.030305 5.360659 0.01 -0.01 0.15
C 0.637411 -0.548395 4.052073 -0.17 0.26 -0.09
N 1.190551 -1.182748 2.995853 0.21 -0.08 -0.04
C 0.989140 -0.690618 1.798290 -0.12 0.01 0.08
P 1.914679 -1.463061 0.412104 0.48 -0.01 0.25
C 1.904032 -3.236545 0.796300 -0.14 0.13 -0.19
C 3.675930 -0.852864 0.627626 -0.17 0.08 -0.24
C 4.451496 -1.363960 -0.591829 -0.10 -0.01 -0.10
C 4.323329 -1.344577 1.918929 -0.10 -0.09 -0.05
C 3.618042 0.680629 0.598546 -0.14 -0.10 0.03
C -0.503686 2.734756 -0.265183 0.25 -0.10 -0.15
C 0.768422 3.355320 0.318242 -0.01 -0.13 -0.01
C -0.553133 2.954114 -1.785668 -0.03 -0.07 0.03
C -1.743712 3.306485 0.417808 0.01 -0.10 0.02
H -2.602181 0.632920 0.851568 0.00 0.03 0.00
H -2.056257 -0.840797 0.006319 -0.04 0.00 -0.01
H -2.641119 0.530501 -0.934504 -0.02 0.01 -0.04
H -1.256456 2.201958 4.802925 -0.02 -0.02 0.01
H -0.839219 1.335765 7.091921 0.00 0.01 -0.01
H 0.498231 -0.713094 7.426459 0.00 0.01 0.00
H 1.455635 -1.921194 5.491400 -0.02 0.00 -0.01
H 2.187635 -3.384244 1.835816 0.01 0.02 0.02
H 2.599774 -3.747245 0.131815 0.00 -0.02 0.02
H 0.903394 -3.633040 0.626735 0.01 -0.03 0.02
H 4.509753 -2.453750 -0.608635 0.02 0.00 0.01
H 5.472197 -0.979470 -0.558893 0.01 -0.01 0.04
H 3.996624 -1.021717 -1.523872 0.09 0.00 0.01
H 4.537475 -2.413222 1.876719 0.00 0.00 0.02
H 3.701078 -1.152412 2.788192 -0.04 0.04 0.12
H 5.269403 -0.818381 2.059960 0.02 -0.02 -0.05
H 3.068969 1.038888 -0.275791 0.07 0.05 0.00
H 4.630071 1.082198 0.533730 0.02 -0.02 0.02
H 3.153600 1.080876 1.502486 0.00 0.02 0.00
H 1.666516 2.924566 -0.131460 0.00 0.04 0.01
H 0.812152 3.213639 1.398220 0.03 0.03 0.01
H 0.773398 4.427130 0.114572 -0.01 0.00 -0.02
H 0.372239 2.620654 -2.261225 0.00 0.04 -0.03
H -0.687383 4.013524 -2.009096 -0.01 0.01 0.04
H -1.385410 2.408467 -2.240566 0.00 0.06 -0.02
H -1.773068 3.023527 1.469197 -0.05 0.04 0.01
H -2.661828 2.977203 -0.070097 -0.01 0.00 0.03
H -1.707879 4.395635 0.357320 0.01 0.01 -0.04
N -7.063900 -1.537929 -7.084470 0.06 -0.01 0.01
C -6.097018 -1.533909 -6.463995 -0.23 -0.02 -0.16
C -4.907871 -1.517118 -5.666695 0.25 0.06 0.23
C -4.067662 -2.628580 -5.624627 -0.11 0.03 -0.08
C -2.938972 -2.612059 -4.828435 0.09 -0.02 0.09
C -2.640326 -1.488253 -4.055940 -0.27 0.08 -0.16
C -3.478882 -0.369811 -4.119302 0.08 -0.04 0.05
C -4.604467 -0.380179 -4.916626 -0.03 -0.06 -0.07
C -1.494191 -1.453206 -3.204100 0.20 -0.14 0.18
C -0.533562 -1.419265 -2.459203 0.34 0.32 -0.14
H -4.309876 -3.497432 -6.220630 0.03 -0.02 0.02
H -2.281773 -3.469999 -4.795626 -0.02 -0.01 0.00
H -3.236369 0.510960 -3.539977 0.00 0.01 0.01
H -5.253392 0.483177 -4.966309 0.00 -0.01 0.01
F 2.163225 0.235500 -2.408251 0.07 0.16 -0.11
```
Positions in Å, forces in eV/Å.

Results
Electronic energy = -2237.232261 Ha
HOMO-LUMO gap = 7.4965 eV
Max |F| = 0.8 eV Å⁻¹
Total charge = +1
HOMO = -0.4217 Eh

Results of the Mulliken charge analysis, in e, for atoms 1 through 2: number 1, Al, carries 0.524; number 2, C, carries -1.449